DFT (wB97M-V/def2-TZVPD) results for an isolated ion of composition C4H8N and charge +1.

Last column: natural (NBO) charge in e.
Geometry (Å):
N (0.9352, 0.6651, 0.1595)  -0.556
C (-0.7214, -1.0383, -0.2647)  -0.028
C (-1.2808, 0.1598, 0.3550)  -0.524
C (0.8052, -0.7893, -0.0239)  -0.285
C (-0.3502, 1.0915, -0.4024)  0.022
H (-1.1347, -1.6365, -1.0261)  0.244
H (-1.0486, 0.2691, 1.4131)  0.215
H (1.8004, 1.1382, -0.1960)  0.460
H (1.5838, -1.0673, -0.8162)  0.265
H (-2.2883, 0.4182, 0.2233)  0.277
H (-0.3521, 1.1862, -1.5954)  0.250
H (1.1167, -1.2411, 1.0424)  0.232
H (0.9348, 0.8444, 1.1314)  0.428

Summary:
Energy relative to the best compared isomer or geometry (same formula, charge and spin): 78.4 kcal/mol
Highest occupied orbital energy (spin up / spin down): -0.49662 / -0.51785 hartree
Kohn-Sham gap (spin up / spin down): 0.3077 / 0.3406 Eh
Charge: +1
Lowest unoccupied orbital energy (spin up / spin down): -5.140 / -4.824 eV
Electronic energy: -211.5462 Eh

=====

DFT (wB97M-V/def2-TZVPD) results for C5H5N3 as an isolated structure.

Last column: natural (NBO) charge in e.
Geometry (Å):
N (1.5616, -1.3921, -1.5188)  -0.256
N (-1.7765, -0.3735, -1.2700)  -0.626
N (-0.5542, -0.1630, 2.1695)  -0.612
C (-0.2375, 0.0426, 1.0010)  0.396
C (0.9221, -0.6377, -0.8745)  0.212
C (0.8390, 0.4207, 0.1376)  -0.220
C (1.2355, 1.6941, -0.0363)  -0.288
C (-1.0483, -1.0164, -0.4596)  0.035
H (0.8168, 2.5043, 0.5469)  0.220
H (-2.5775, -0.9164, -1.6036)  0.354
H (-1.1881, -2.0552, -0.1318)  0.180
H (0.1373, -0.0583, 2.9145)  0.382
H (1.8698, 1.9508, -0.8748)  0.221

Summary:
Energy relative to the best compared isomer or geometry (same formula, charge and spin): 108.2 kcal/mol
Highest occupied orbital energy: -0.32063 hartree
Kohn-Sham gap: 0.3027 Eh
Charge: 0
Lowest unoccupied orbital energy: -0.488 eV
Electronic energy: -357.6001 Eh

=====

DFT (wB97M-V/def2-TZVPD) results for C9H16OPPm as an isolated structure.

Last column: Löwdin charge in e.
Geometry (Å):
Pm (0.1750, -0.8685, -1.0610)  1.242
P (-0.9443, 1.7204, -1.8200)  0.679
O (0.4659, 0.5082, 0.9102)  -0.395
C (-0.3288, -3.1083, -2.1845)  -0.309
C (-1.3269, -0.9378, -2.8274)  -0.332
C (1.8991, 1.0983, 2.7655)  -0.154
C (1.0044, 2.3088, 2.4326)  -0.145
C (1.4553, -0.0636, 1.8694)  -0.155
C (-0.1097, 1.7264, 1.5572)  -0.149
C (-0.6861, -2.0993, -3.1388)  -0.411
C (-0.9084, -3.1479, -0.8601)  -0.410
C (-1.5515, -2.0893, -0.2737)  -0.251
H (-0.9361, 1.3820, 2.1993)  0.134
H (0.3680, -3.9014, -2.5081)  0.082
H (0.5892, 2.7440, 3.3506)  0.118
H (2.9503, 1.3265, 2.5891)  0.110
H (-0.6707, -4.0776, -0.3066)  0.082
H (-2.0274, -2.1559, 0.7107)  -0.002
H (-1.6737, -0.2716, -3.6198)  -0.023
H (0.9042, -0.8010, 2.4684)  0.126
H (2.2670, -0.5457, 1.2890)  0.119
H (-2.0489, 2.2810, -1.0988)  -0.103
H (-0.4922, 2.3875, 0.7722)  0.069
H (-0.3245, -2.2576, -4.1684)  0.083
H (-0.0078, 2.7935, -1.6366)  -0.133
H (1.7944, 0.8318, 3.8191)  0.113
H (1.5584, 3.0736, 1.8750)  0.115
H (-1.3941, 2.1433, -3.1044)  -0.102

Summary:
Energy relative to the best compared isomer or geometry (same formula, charge and spin): 0.0 kcal/mol
Highest occupied orbital energy (spin up / spin down): -0.21405 / -0.21643 hartree
Multiplicity: 5
Kohn-Sham gap (spin up / spin down): 0.2064 / 0.2082 Eh
Charge: 0
Lowest unoccupied orbital energy (spin up / spin down): -0.208 / -0.224 eV
Electronic energy: -1377.2350 Eh

=====

DFT (wB97M-V/def2-TZVPD) results for one molecule with the formula C11H15NS.

Last column: natural (NBO) charge in e.
Geometry (Å):
S (0.4641, 1.5488, 1.1098)  0.254
N (1.1905, -1.3887, 0.9243)  -0.777
C (-2.4900, -0.7757, 0.6874)  -0.607
C (-1.9469, 0.6818, 0.4076)  -0.303
C (4.3596, -0.3838, -0.4572)  -0.165
C (-0.1285, 0.3177, -1.2657)  -0.440
C (1.9882, 0.7369, 0.4916)  -0.213
C (4.1895, 0.9482, -0.5649)  -0.277
C (3.3484, -1.1916, 0.0802)  -0.277
C (-0.5789, 0.7220, -0.0841)  -0.106
C (2.2210, -0.6474, 0.6260)  0.149
C (-2.9411, 1.2312, -0.5903)  -0.585
C (2.9891, 1.5618, -0.0959)  -0.180
H (-2.8038, 2.3136, -0.9811)  0.216
H (-2.8114, 0.6422, -1.4055)  0.200
H (4.9444, 1.5793, -0.8712)  0.208
H (3.5431, -2.2825, 0.2215)  0.205
H (-0.6870, -0.0565, -2.1081)  0.208
H (-2.4013, -1.5133, -0.1246)  0.211
H (-3.9903, 1.2581, -0.1302)  0.208
H (5.2659, -0.8730, -0.7394)  0.210
H (2.8529, 2.6227, -0.3892)  0.226
H (-2.0266, 1.0874, 1.3610)  0.212
H (0.3819, -1.1191, 1.4826)  0.401
H (-2.2599, -1.2871, 1.6824)  0.211
H (0.9223, 0.4165, -1.3892)  0.214
H (1.2932, -2.3982, 0.9988)  0.382
H (-3.5446, -0.5733, 0.5664)  0.214

Summary:
Energy relative to the best compared isomer or geometry (same formula, charge and spin): 53.7 kcal/mol
Highest occupied orbital energy: -0.28959 hartree
Kohn-Sham gap: 0.3206 Eh
Charge: 0
Lowest unoccupied orbital energy: 0.844 eV
Electronic energy: -881.0146 Eh